No. 1
75
Properties=species:S:1:pos:R:3:forces:R:3:lowdin_charge:R:1 method="wB97M-V/def2-TZVPD" charge=0 multiplicity=1 gap_ev=7.9
O 3.05426 -4.37431 0.69070 1.457 -1.266 -0.001 0.06
C 4.05773 -5.04989 0.36808 -2.108 1.475 0.924 -0.27
C 4.55551 -6.21993 1.08122 1.652 -1.115 0.011 0.08
C 5.56656 -6.92016 0.43146 -2.034 0.770 1.011 -0.21
O 6.13160 -8.04586 0.84771 -0.716 0.624 0.493 0.12
C 6.12565 -6.43949 -0.89479 -1.134 1.655 1.720 -0.36
O 7.02020 -7.11467 -1.26935 2.586 -1.973 -1.991 0.13
C 5.72939 -5.18135 -1.46072 -0.669 0.170 -0.590 0.08
C 4.71342 -4.51035 -0.87475 1.700 -1.185 -1.084 -0.24
O 4.24528 -3.40119 -1.40821 -0.151 -0.391 0.666 0.12
H 4.24524 -6.49652 2.13233 0.023 0.463 -1.593 0.15
H 6.77881 -8.29672 0.16364 0.194 0.129 -0.259 0.11
H 6.14092 -4.86988 -2.42946 -0.037 -0.130 0.605 0.14
H 3.48856 -3.20448 -0.83263 -0.767 0.723 0.075 0.08
O -4.25155 3.79887 1.80904 -0.209 -2.245 1.971 0.04
C -4.38537 2.92791 2.71692 -0.358 1.669 -1.843 -0.22
C -4.57173 3.29128 4.12467 0.447 -0.932 -1.609 0.08
C -4.41262 2.31630 5.02511 0.162 0.809 -0.584 -0.22
O -4.37721 2.58488 6.32582 -0.126 -1.085 -0.105 0.12
C -4.18194 0.88914 4.54630 -0.662 0.733 1.215 -0.34
O -3.96970 0.11754 5.44355 0.491 -1.295 1.361 0.11
C -4.31201 0.46978 3.19640 0.274 0.666 -1.348 0.07
C -4.42325 1.45435 2.26911 0.079 -0.692 -0.160 -0.18
O -4.53378 1.22136 0.94464 0.486 1.122 1.375 0.11
H -4.69611 4.32318 4.31816 -0.050 0.805 0.400 0.12
H -4.29168 1.72406 6.79090 0.095 0.207 -0.168 0.13
H -4.15771 -0.59757 3.01034 -0.329 0.574 -0.241 0.13
H -4.35240 2.10479 0.55256 -0.160 -0.211 -0.465 0.09
O -0.92899 7.43480 -3.62349 -1.239 -1.824 0.724 0.05
C -1.43512 6.47918 -3.00364 1.751 0.412 -0.810 -0.29
C -1.42428 6.36226 -1.55469 -0.700 -0.221 -1.030 0.08
C -2.13005 5.33749 -1.03114 0.279 1.170 1.456 -0.23
O -2.33215 5.30533 0.27926 1.370 1.460 -0.234 0.13
C -2.67938 4.23592 -1.82654 -1.154 -2.233 -0.615 -0.30
O -3.18080 3.28003 -1.22163 0.393 0.960 -0.347 0.09
C -2.60246 4.22273 -3.29662 0.858 1.414 1.765 0.08
C -1.93805 5.26608 -3.83257 -0.533 0.147 -1.784 -0.20
O -1.73295 5.39501 -5.18503 0.704 1.230 2.028 0.04
H -0.98158 7.16163 -0.98245 -0.095 -0.020 0.149 0.14
H -2.93077 4.67511 0.64818 -1.036 -1.422 -0.069 0.06
H -3.03648 3.35088 -3.72194 -0.045 -0.306 -0.837 0.12
H -1.21763 6.26023 -5.22291 -0.657 -0.872 -0.288 0.11
O -1.83624 -4.01363 5.65883 -1.070 0.407 1.038 0.11
C -1.39428 -3.51847 4.65325 0.316 -0.104 -1.670 -0.30
C -1.87848 -2.39189 3.85097 0.633 -1.428 1.699 0.08
C -1.26836 -2.11955 2.70387 1.872 -1.647 0.442 -0.26
O -1.74069 -1.28873 1.87340 -1.897 2.146 -1.077 0.16
C 0.10485 -2.72470 2.31934 -1.387 -0.218 2.605 -0.26
O 0.73296 -2.08511 1.52451 0.904 0.149 -1.228 0.10
C 0.51001 -3.90187 3.07237 0.403 0.105 -1.723 0.08
C -0.27053 -4.34239 4.05536 0.002 -0.011 0.043 -0.24
O -0.11467 -5.52415 4.62066 0.441 -0.222 -0.374 0.13
H -2.68764 -1.83245 4.21843 -1.053 0.559 0.324 0.09
H -1.15797 -1.03956 1.15482 0.852 0.008 -0.768 0.08
H 1.28508 -4.49932 2.61277 0.279 -0.019 0.266 0.12
H -0.86804 -5.64739 5.21364 -0.152 0.149 0.582 0.11
O 2.05618 0.03048 -5.12184 0.712 -0.396 -0.702 0.10
C 1.50345 -0.27867 -4.09081 -0.089 0.190 0.895 -0.30
C 2.03119 -1.20973 -3.07188 0.141 0.781 -1.053 0.09
C 1.41935 -1.25773 -1.87086 -0.736 -0.021 -1.631 -0.24
O 1.72389 -2.16633 -0.99258 0.362 -0.440 1.288 0.10
C 0.18351 -0.41157 -1.61523 -1.261 0.864 1.199 -0.23
O -0.39111 -0.51988 -0.51982 0.923 0.030 -1.671 0.07
C -0.30642 0.52550 -2.65224 -1.550 0.160 1.584 0.07
C 0.21929 0.49631 -3.85563 1.226 -0.336 -0.772 -0.28
O -0.16400 1.20605 -4.90267 1.384 0.117 -0.823 0.09
H 2.93033 -1.76297 -3.38905 -0.614 0.131 0.563 0.14
H 1.25270 -2.06884 -0.12897 0.062 0.124 -0.151 0.09
H -1.17485 1.20617 -2.47770 0.782 -0.878 0.328 0.14
H 0.65666 1.15664 -5.52562 -1.489 -0.099 0.898 0.15
Cl 3.45335 5.85194 -2.53377 0.009 0.299 -0.639 0.49
C 3.23908 5.88860 -4.31153 0.894 -0.169 -0.106 -1.49
Cl 1.60440 5.33302 -4.69269 0.234 0.502 -0.148 0.56
Cl 4.40734 4.76735 -5.08109 -0.118 0.095 0.181 0.49
H 3.55429 6.87513 -4.74183 -1.049 -0.802 0.706 0.04

=====

No. 2
65
Properties=species:S:1:pos:R:3:forces:R:3:lowdin_charge:R:1 method="wB97M-V/def2-TZVPD" charge=+2 multiplicity=2 gap_ev="6.5 / 6.1"
Re 0.83772 -0.32434 -0.10178 -0.025 -0.561 -0.182 1.37
S 6.82273 -3.12197 3.52690 0.026 0.007 0.010 1.10
N 5.36858 -2.73042 4.09104 0.013 -0.014 -0.001 -0.19
C 4.67063 -2.27609 3.06283 0.002 0.001 -0.007 -0.30
C 3.29846 -1.81228 3.11745 -0.030 0.018 0.002 -0.06
C 2.51285 -1.79715 4.27029 -0.006 -0.006 -0.009 0.05
C 1.21352 -1.34191 4.17987 0.000 -0.025 0.008 0.00
C 0.72979 -0.89297 2.95830 0.003 0.017 -0.005 -0.08
N 1.47029 -0.89026 1.84554 -0.035 0.158 0.007 -0.06
C 2.73927 -1.36008 1.92318 0.045 -0.013 -0.080 -0.13
C 3.47684 -1.38232 0.67675 -0.054 0.039 0.098 -0.13
N 2.79426 -0.94861 -0.41518 0.070 0.059 -0.044 -0.07
C 3.42793 -0.95752 -1.59567 -0.005 -0.029 0.021 -0.08
C 4.74327 -1.37758 -1.73408 -0.006 0.005 -0.014 0.00
C 5.44068 -1.81804 -0.62847 0.000 -0.010 0.005 0.05
C 4.79499 -1.82756 0.60775 -0.022 0.010 -0.013 -0.06
C 5.39781 -2.27888 1.84682 -0.008 -0.001 0.004 -0.30
N 6.63282 -2.73515 1.97738 0.006 -0.017 0.016 -0.19
H 2.92672 -2.14584 5.20732 0.011 0.002 -0.008 0.14
H 0.56567 -1.32272 5.04444 0.003 0.000 0.000 0.13
H -0.28555 -0.52941 2.86578 0.006 0.018 0.003 0.11
H 2.85525 -0.62069 -2.44780 0.019 0.006 -0.010 0.10
H 5.20280 -1.35349 -2.71167 -0.001 -0.006 0.001 0.13
H 6.46606 -2.15559 -0.70138 -0.001 0.000 0.006 0.14
O -1.27991 0.26936 0.29346 0.147 0.063 0.080 -0.19
N -1.41097 1.36367 1.23834 0.090 0.152 0.055 0.21
N -0.29255 1.92440 1.35440 -0.012 -0.170 -0.246 -0.16
O 0.79936 1.53015 0.79247 -0.181 0.091 0.245 -0.16
C -0.21353 3.09948 2.19362 -0.024 0.006 -0.030 -0.16
C 1.04259 3.48233 2.64319 -0.038 0.035 0.033 0.01
C 1.12081 4.60230 3.45227 0.014 -0.004 -0.004 -0.04
C -0.03032 5.30251 3.79050 -0.006 0.009 0.007 -0.03
C -1.27451 4.89607 3.32144 -0.007 -0.005 -0.008 -0.03
C -1.38251 3.78263 2.50885 0.036 0.045 0.023 0.01
H 1.92463 2.92430 2.36905 -0.004 -0.012 -0.001 0.12
H 2.08357 4.92977 3.81863 -0.003 -0.002 0.001 0.12
H 0.04188 6.17773 4.42196 0.003 -0.003 -0.002 0.12
H -2.16318 5.45403 3.58098 0.005 -0.001 0.000 0.12
H -2.34052 3.46705 2.12281 0.006 -0.014 -0.009 0.12
N -7.85581 0.48617 -6.29653 0.018 0.004 0.012 0.19
C -7.06319 0.48551 -5.46599 -0.025 -0.003 -0.020 -0.16
C -6.06329 0.47446 -4.43256 -0.007 -0.010 0.009 -0.21
C -5.07811 1.45977 -4.41458 0.019 0.004 0.001 0.00
C -4.10762 1.43921 -3.43079 0.006 -0.009 -0.027 -0.01
C -4.12342 0.43812 -2.45853 -0.010 -0.034 0.014 -0.23
C -5.12062 -0.53916 -2.47277 -0.012 0.015 0.010 -0.01
C -6.08729 -0.52396 -3.46027 -0.002 0.014 -0.004 0.00
C -3.10886 0.40579 -1.44422 0.029 0.017 -0.042 0.07
C -2.23924 0.36472 -0.62376 -0.048 -0.100 0.092 -0.09
H -5.07958 2.23321 -5.16991 -0.005 -0.002 0.001 0.13
H -3.33812 2.19896 -3.40966 -0.001 0.003 0.009 0.12
H -5.14084 -1.29910 -1.70322 0.005 -0.002 -0.006 0.12
H -6.86604 -1.27349 -3.48094 0.003 0.000 0.001 0.13
C -1.02286 -2.77885 -1.84056 0.014 0.011 0.005 0.01
C -0.51885 -1.60729 -2.60269 -0.059 0.031 -0.058 -0.37
N 0.20896 -0.59879 -2.13173 -0.004 0.231 0.058 -0.10
C 0.45317 0.26002 -3.19792 0.047 -0.014 -0.027 -0.12
C -0.13037 -0.24306 -4.30890 -0.007 0.029 -0.001 -0.04
N -0.72916 -1.41693 -3.91529 -0.001 -0.024 0.026 0.14
H -1.18988 -2.50096 -0.79912 0.000 -0.004 -0.002 0.07
H -0.30864 -3.60299 -1.86653 0.002 0.000 -0.001 0.10
H -1.96491 -3.13320 -2.25667 -0.003 0.005 0.004 0.10
H 1.00263 1.17768 -3.07503 0.002 -0.006 -0.007 0.12
H -0.18492 0.12446 -5.31819 0.010 -0.005 0.007 0.13
H -1.24442 -2.04393 -4.51294 -0.007 -0.002 -0.002 0.18

=====

No. 3
62
Properties=species:S:1:pos:R:3:forces:R:3:lowdin_charge:R:1 method="wB97M-V/def2-TZVPD" charge=0 multiplicity=1 gap_ev=8.1
Cl -5.48464 -0.42269 1.95301 -0.498 0.056 -0.152 0.68
C -3.85483 -0.40380 2.48696 1.199 -0.157 0.359 -0.69
C -3.09368 -1.57783 2.41004 0.050 0.443 0.114 -0.09
C -1.76374 -1.56044 2.82835 -0.059 0.253 0.007 -0.03
C -1.17864 -0.39630 3.35346 -0.662 -0.422 0.196 -0.22
C 0.24824 -0.39239 3.84398 1.721 2.541 -2.822 -0.06
B 1.01618 1.06181 3.17015 -0.286 -1.068 2.796 -0.36
O 2.36582 1.29576 3.54010 -0.915 -0.072 -0.104 0.19
C 2.52699 2.65509 3.43860 -0.317 0.182 -0.497 -0.20
C 3.65705 3.40048 3.67064 0.253 0.276 -0.040 0.01
C 3.59014 4.77126 3.35670 -0.097 -0.138 0.174 -0.08
C 2.40798 5.34744 2.88533 -0.018 -0.116 -0.043 -0.08
C 1.25820 4.56845 2.65441 0.066 0.306 0.048 0.01
C 1.35028 3.23085 2.94589 0.692 -0.323 -0.283 -0.18
O 0.41761 2.23407 2.72285 0.105 -0.319 0.181 0.18
C 1.13418 -1.39784 3.12171 -0.081 -0.179 0.072 -0.23
C 1.95535 -2.31221 3.77889 -0.109 -0.040 -0.187 -0.03
C 2.70927 -3.24053 3.05354 -0.024 0.276 -0.467 -0.09
C 2.68725 -3.20442 1.65363 -0.743 0.660 0.696 -0.69
Cl 3.65626 -4.29501 0.75131 0.239 -0.376 -0.241 0.68
C 1.89306 -2.26594 0.97653 0.183 0.072 0.509 -0.08
C 1.14810 -1.35092 1.71691 0.267 -0.587 0.054 -0.04
C -1.97028 0.75296 3.45668 -0.172 -0.222 -0.072 -0.03
C -3.28915 0.76653 3.00410 -0.052 -0.397 0.009 -0.09
H -3.54214 -2.49473 2.03838 0.058 0.160 0.005 0.11
H -1.16684 -2.47280 2.75429 -0.247 0.264 0.024 0.13
H 0.36740 -0.37445 4.93114 -0.023 0.001 -0.222 0.11
H 4.55877 2.93382 4.06900 -0.212 0.173 -0.224 0.12
H 4.48476 5.38760 3.48036 -0.386 -0.187 0.046 0.11
H 2.37738 6.41974 2.68221 0.011 -0.369 0.013 0.10
H 0.33688 4.98689 2.25366 0.244 -0.026 0.092 0.12
H 2.00382 -2.28128 4.86961 -0.018 -0.191 -0.442 0.07
H 3.31591 -3.98526 3.56080 -0.011 0.173 -0.080 0.11
H 1.87903 -2.24476 -0.10796 0.071 0.001 0.128 0.11
H 0.56078 -0.58861 1.20011 0.025 -0.270 0.053 0.13
H -1.54562 1.65322 3.89435 -0.163 -0.156 -0.142 0.12
H -3.88532 1.67210 3.05721 0.068 -0.120 0.023 0.11
C 1.15822 -0.16427 8.32052 0.485 0.198 0.193 -0.10
C 0.13496 -0.85264 7.50826 -1.443 0.018 -0.420 -0.59
C -1.09833 -0.33368 7.14283 0.758 -0.442 0.054 -0.12
C -1.84840 -1.21531 6.32434 0.643 -0.668 -0.228 -0.11
C -1.18298 -2.40115 6.02895 -0.352 1.019 1.439 -0.45
C -1.76730 -3.58461 5.42427 -0.321 -0.781 -0.570 -0.23
C -0.97149 -4.69864 5.09010 -0.139 0.320 0.019 -0.03
C -1.54290 -5.84142 4.55286 -0.178 0.172 0.004 0.00
C -2.91742 -5.87345 4.32757 -0.064 -0.423 -0.060 -0.13
C -3.52677 -7.10722 3.72118 -0.188 -0.499 -0.240 -0.52
F -4.83487 -7.27088 4.08149 0.991 0.069 -0.385 0.11
F -3.48963 -7.06158 2.34815 -0.114 -0.182 1.082 0.11
F -2.85949 -8.23943 4.10032 -0.572 0.772 -0.410 0.11
C -3.72969 -4.78715 4.62813 0.244 0.276 0.062 0.00
C -3.15696 -3.64453 5.16874 0.410 -0.032 0.062 -0.01
S 0.34412 -2.45277 6.89863 -0.761 0.525 -0.313 1.10
H 0.67259 0.42078 9.11002 0.183 -0.127 -0.111 0.09
H 1.84151 -0.88794 8.77271 0.004 0.227 0.049 0.07
H 1.74025 0.52513 7.69326 -0.009 -0.145 0.210 0.09
H -1.43046 0.65176 7.46662 0.062 -0.247 -0.130 0.12
H -2.83904 -0.98863 5.94164 0.213 0.001 0.050 0.11
H 0.11076 -4.65661 5.23288 -0.314 -0.008 0.021 0.10
H -0.93099 -6.70620 4.31205 -0.102 0.163 0.022 0.13
H -4.80157 -4.82846 4.45073 0.221 -0.028 0.014 0.13
H -3.79181 -2.78843 5.39519 0.188 -0.278 0.002 0.11

=====

What did we get for relative energy (zero: lowest compared OMol25 entry of this formula, charge and spin)? Answer: 53.78; 262.29; 0.00 kJ/mol, in the order shown.